This record from the OMol25 dataset describes C37H70B2F2N6O6P2Sn as an isolated structure. The level of theory is ωB97M-V/def2-TZVPD.

* relative energy (zero: lowest compared OMol25 entry of this formula, charge and spin): 0.0 kJ/mol
* E: -91929.392 eV
* LUMO: -0.14324 Eh

```
! wB97M-V def2-TZVPD RIJCOSX def2/J DEFGRID3
* xyz 2 1
Sn 0.543 -1.061 -1.099
C 3.199 -5.447 -3.295
C 3.166 -4.106 -2.645
C 4.210 -3.383 -2.101
C 3.661 -2.185 -1.641
N 2.340 -2.202 -1.879
N 2.048 -3.376 -2.510
B 0.619 -3.717 -2.982
N -0.273 -4.010 -1.758
N -0.418 -3.091 -0.754
C -1.179 -3.666 0.199
C -1.505 -4.958 -0.205
C -0.918 -5.140 -1.443
C -0.953 -6.341 -2.326
C -1.601 -3.064 1.522
C -1.339 -1.568 1.612
C -0.828 -3.777 2.640
C -3.106 -3.305 1.707
N 0.011 -2.531 -3.762
N -0.054 -1.272 -3.228
C -0.558 -0.455 -4.170
C -0.828 -1.207 -5.310
C -0.452 -2.507 -5.019
C -0.513 -3.710 -5.897
C -0.797 1.030 -4.000
C -0.731 1.700 -5.377
C 0.253 1.687 -3.100
C -2.196 1.238 -3.402
C 4.461 -1.021 -1.088
C 5.565 -0.733 -2.129
C 5.142 -1.423 0.224
C 3.670 0.275 -0.940
H 4.211 -5.844 -3.258
H 2.891 -5.390 -4.338
H 2.538 -6.149 -2.787
H 5.243 -3.683 -2.078
H 0.657 -4.677 -3.680
H -2.100 -5.679 0.328
H -1.601 -7.095 -1.887
H 0.040 -6.773 -2.448
H -1.333 -6.094 -3.316
H -0.275 -1.348 1.576
H -1.712 -1.197 2.571
H -1.836 -1.005 0.823
H 0.248 -3.624 2.530
H -1.018 -4.850 2.632
H -1.135 -3.386 3.613
H -3.679 -2.844 0.901
H -3.433 -2.874 2.656
H -3.346 -4.367 1.728
H -1.230 -0.859 -6.244
H -1.006 -3.453 -6.831
H -1.070 -4.519 -5.425
H 0.486 -4.082 -6.128
H 0.231 1.523 -5.861
H -0.864 2.777 -5.264
H -1.520 1.343 -6.039
H 1.266 1.462 -3.440
H 0.137 1.403 -2.054
H 0.122 2.771 -3.137
H -2.961 0.799 -4.044
H -2.402 2.307 -3.304
H -2.269 0.790 -2.410
H 6.220 -1.592 -2.266
H 6.179 0.104 -1.793
H 5.132 -0.479 -3.098
H 5.588 -2.413 0.127
H 4.467 -1.454 1.081
H 5.951 -0.729 0.459
H 3.165 0.537 -1.873
H 4.373 1.085 -0.732
H 2.928 0.286 -0.134
C -5.203 2.185 2.431
C -4.286 1.819 1.289
C -4.345 0.351 0.933
O -2.919 2.182 1.725
P -1.747 2.388 0.697
O -1.291 1.216 -0.058
C -0.443 3.069 1.780
P 0.595 2.081 2.828
O 1.271 0.949 1.983
O 1.598 3.123 3.343
C 3.026 3.098 3.810
C 3.138 4.149 4.885
C 3.890 3.381 2.606
O -0.108 1.276 3.932
C -0.871 1.631 5.179
C -2.336 1.441 4.885
C -0.520 3.012 5.670
O -2.113 3.556 -0.277
C -2.465 4.972 -0.125
C -1.202 5.807 -0.119
C -3.361 5.234 1.066
H -6.234 1.964 2.155
H -5.135 3.244 2.680
H -4.957 1.597 3.316
H -4.504 2.430 0.410
H -4.080 -0.260 1.798
H -3.674 0.112 0.109
H -5.363 0.098 0.633
H -0.888 3.810 2.453
H 0.246 3.616 1.132
H 3.198 2.101 4.213
H 2.801 5.115 4.509
H 4.186 4.243 5.171
H 2.572 3.891 5.776
H 3.696 4.386 2.230
H 3.730 2.659 1.807
H 4.938 3.322 2.903
H -0.509 0.872 5.868
H -2.704 2.216 4.214
H -2.888 1.501 5.824
H -2.523 0.466 4.437
H -0.820 3.783 4.957
H 0.541 3.113 5.887
H -1.069 3.193 6.595
H -3.019 5.167 -1.042
H -0.681 5.751 0.839
H -1.462 6.852 -0.284
H -0.529 5.496 -0.918
H -2.865 5.005 2.011
H -4.287 4.666 1.006
H -3.620 6.293 1.077
F 3.400 0.308 2.710
B 2.240 -0.044 2.199
F 2.028 -1.291 1.858
*
```